A cluster of 8 separate species, C48H98Br2N2O14S in total in a non-equilibrium geometry, computed with the ωB97M-V functional and the def2-TZVPD basis.

Properties
Maximum force = 1.4 eV/Å
E_HOMO = -8.82 eV
Frontier orbital gap = 9.12 eV
Multiplicity = 1

CARTESIAN COORDINATES (ANGSTROEM)
C: -0.985 2.007 0.277
C: -2.017 2.220 -0.293
C: -3.253 2.593 -0.970
C: -3.588 1.960 -2.336
C: -4.868 2.626 -2.716
C: -5.922 3.073 -3.067
O: -3.666 0.578 -2.405
C: -4.368 -0.250 -1.472
C: -5.884 -0.043 -1.303
C: -6.389 0.949 -0.246
C: -3.607 -0.477 -0.161
C: -3.775 -1.905 0.389
C: -4.832 -2.075 1.484
C: -4.907 -3.577 1.822
C: -4.447 -1.321 2.768
C: -2.501 2.336 -3.455
C: -1.568 3.491 -3.129
C: -2.086 4.926 -3.384
O: -2.001 5.352 -4.509
N: -2.543 5.765 -2.343
C: -3.964 6.051 -2.287
C: -1.861 5.696 -1.052
O: -3.256 2.809 -4.639
C: -3.572 1.936 -5.535
N: -4.017 1.200 -6.304
O: -1.867 1.191 -3.951
C: -0.629 0.745 -3.522
O: -0.361 1.110 -2.242
C: 0.953 0.837 -1.704
C: 0.886 0.270 -0.285
C: -0.616 -0.826 -3.745
Br: -1.315 -1.659 -2.107
C: -1.462 -1.328 -4.924
C: -0.990 -0.912 -6.310
Br: -1.388 -3.323 -4.934
S: 0.730 1.500 -4.672
C: -0.003 2.211 -6.136
O: 1.316 2.615 -3.958
O: 1.661 0.467 -5.065
H: -0.023 1.790 0.686
H: -3.266 3.671 -1.102
H: -4.092 2.369 -0.306
H: -6.859 3.468 -3.378
H: -4.308 -1.225 -1.961
H: -6.273 -1.027 -1.041
H: -6.293 0.215 -2.281
H: -6.659 1.918 -0.660
H: -7.303 0.556 0.206
H: -5.697 1.123 0.578
H: -3.874 0.244 0.613
H: -2.546 -0.323 -0.353
H: -3.984 -2.606 -0.424
H: -2.819 -2.216 0.822
H: -5.827 -1.770 1.148
H: -3.945 -3.850 2.257
H: -5.689 -3.796 2.551
H: -5.046 -4.176 0.920
H: -3.826 -1.965 3.394
H: -5.334 -1.051 3.343
H: -3.854 -0.429 2.561
H: -0.731 3.430 -3.819
H: -1.143 3.405 -2.133
H: -4.503 5.439 -1.556
H: -4.149 7.101 -2.051
H: -4.406 5.857 -3.263
H: -0.976 5.069 -1.071
H: -2.535 5.355 -0.257
H: -1.541 6.701 -0.761
H: 1.541 0.176 -2.340
H: 1.491 1.782 -1.678
H: 1.418 -0.674 -0.203
H: 1.272 0.981 0.446
H: -0.150 0.076 -0.004
H: 0.401 -1.194 -3.819
H: -2.515 -1.112 -4.782
H: 0.093 -0.853 -6.390
H: -1.326 -1.658 -7.025
H: -1.495 0.009 -6.594
H: -0.958 2.694 -5.953
H: 0.719 2.989 -6.391
H: -0.028 1.500 -6.951
C: -0.198 -3.141 3.368
C: -1.167 -4.053 4.105
C: -0.435 -5.111 4.916
O: -2.064 -4.669 3.180
H: 0.407 -3.719 2.664
H: -0.742 -2.389 2.794
H: 0.473 -2.632 4.061
H: -1.796 -3.456 4.768
H: 0.164 -5.746 4.258
H: -1.146 -5.753 5.437
H: 0.229 -4.657 5.653
H: -1.543 -5.206 2.573
C: 4.711 -1.828 1.905
C: 3.595 -2.727 1.397
C: 4.096 -4.125 1.082
O: 2.996 -2.159 0.230
H: 5.493 -1.730 1.147
H: 4.331 -0.828 2.119
H: 5.161 -2.231 2.813
H: 2.801 -2.777 2.145
H: 4.851 -4.089 0.292
H: 3.280 -4.748 0.715
H: 4.533 -4.604 1.960
H: 3.680 -2.110 -0.448
C: 4.507 2.169 0.864
C: 3.325 3.125 0.871
C: 3.698 4.478 1.455
O: 2.235 2.556 1.600
H: 4.858 1.990 1.884
H: 4.218 1.207 0.440
H: 5.337 2.571 0.281
H: 2.958 3.257 -0.148
H: 4.024 4.367 2.493
H: 2.837 5.147 1.450
H: 4.505 4.944 0.889
H: 2.520 2.423 2.510
C: 3.446 -6.872 -3.128
C: 3.971 -5.472 -2.847
C: 4.449 -4.794 -4.122
O: 5.022 -5.521 -1.886
H: 4.241 -7.497 -3.544
H: 3.105 -7.343 -2.206
H: 2.616 -6.851 -3.836
H: 3.180 -4.872 -2.391
H: 5.272 -5.362 -4.567
H: 4.821 -3.791 -3.907
H: 3.647 -4.717 -4.857
H: 5.746 -6.047 -2.253
C: 9.620 -6.648 -0.329
C: 8.490 -7.516 -0.856
C: 8.971 -8.920 -1.188
O: 7.900 -6.911 -2.009
H: 10.407 -6.548 -1.082
H: 9.256 -5.647 -0.097
H: 10.061 -7.076 0.572
H: 7.693 -7.569 -0.114
H: 9.740 -8.885 -1.965
H: 8.149 -9.528 -1.564
H: 9.394 -9.411 -0.310
H: 8.576 -6.845 -2.692
C: -1.851 3.809 3.347
C: -2.760 5.008 3.132
C: -3.615 5.283 4.357
O: -3.580 4.800 1.975
H: -2.447 2.909 3.526
H: -1.245 3.629 2.459
H: -1.193 3.961 4.204
H: -2.156 5.889 2.906
H: -4.260 4.424 4.570
H: -4.265 6.142 4.183
H: -2.995 5.476 5.235
H: -4.127 4.025 2.144
C: 0.813 4.656 6.684
C: -0.287 5.656 7.008
C: -0.112 6.244 8.399
O: -1.572 5.040 6.890
H: 0.788 3.822 7.392
H: 0.678 4.244 5.684
H: 1.798 5.122 6.738
H: -0.279 6.459 6.269
H: -0.163 5.455 9.154
H: -0.906 6.959 8.615
H: 0.849 6.750 8.497
H: -1.615 4.323 7.531



A cluster of 9 separate species, C48H98F4N13O8S4 in total in a non-equilibrium geometry, computed with the ωB97M-V functional and the def2-TZVPD basis.

Properties
Maximum force = 8.2 eV/Å
Charge = +4
E_HOMO (spin up / spin down) = -10.48 / -14.35 eV
Frontier orbital gap (spin up / spin down) = 2.78 / 6.64 eV
Multiplicity = 2

CARTESIAN COORDINATES (ANGSTROEM)
C: -0.954 5.019 5.706
C: 0.358 4.910 4.845
N: 0.306 3.981 3.799
C: 0.170 2.585 3.950
C: 0.193 2.019 2.668
N: 0.438 3.086 1.777
C: 0.470 4.287 2.481
C: 0.729 2.830 0.396
H: -1.808 5.008 5.029
H: -0.833 5.799 6.457
H: -1.196 4.170 6.344
H: 1.284 4.684 5.374
H: 0.522 5.894 4.407
H: 0.017 2.157 4.930
H: 0.181 0.971 2.409
H: 0.751 5.269 2.132
H: 0.325 1.869 0.079
H: 1.808 2.766 0.261
H: 0.217 3.510 -0.286
C: 2.529 -6.373 0.437
C: 1.299 -5.856 1.183
N: 0.546 -6.904 1.891
C: 0.165 -6.865 3.219
C: -0.735 -7.899 3.496
N: -0.806 -8.612 2.239
C: -0.035 -7.947 1.322
C: -1.776 -9.683 1.929
H: 2.930 -5.529 -0.123
H: 2.298 -6.976 -0.441
H: 3.317 -6.917 0.959
H: 0.685 -5.345 0.442
H: 1.609 -5.207 2.002
H: 0.430 -6.005 3.816
H: -1.370 -8.113 4.344
H: -0.049 -8.191 0.270
H: -1.804 -10.445 2.709
H: -1.508 -10.120 0.967
H: -2.794 -9.327 1.769
C: -3.015 0.971 3.292
C: -3.246 2.461 3.781
N: -4.443 2.539 4.701
C: -4.416 2.828 6.033
C: -5.747 2.740 6.491
N: -6.513 2.459 5.396
C: -5.714 2.267 4.301
C: -7.936 2.227 5.373
H: -3.897 0.700 2.712
H: -3.093 0.227 4.085
H: -2.110 1.053 2.689
H: -3.504 3.189 3.012
H: -2.360 2.841 4.290
H: -3.486 3.214 6.422
H: -6.253 2.918 7.428
H: -6.093 2.169 3.295
H: -8.139 1.156 5.352
H: -8.436 2.487 4.440
H: -8.453 2.723 6.195
C: 2.419 2.283 -2.492
C: 2.395 1.953 -4.030
N: 1.138 1.636 -4.525
C: 0.122 0.776 -4.113
C: -0.905 0.719 -5.068
N: -0.492 1.588 -6.132
C: 0.700 2.135 -5.703
C: -1.121 1.917 -7.339
H: 3.332 2.733 -2.101
H: 2.090 1.478 -1.834
H: 1.693 3.049 -2.219
H: 3.151 1.216 -4.299
H: 2.666 2.759 -4.712
H: 0.260 0.151 -3.243
H: -1.829 0.164 -5.128
H: 1.255 2.867 -6.271
H: -0.385 2.503 -7.890
H: -2.097 2.332 -7.088
H: -1.405 1.023 -7.893
C: -2.921 -3.867 -3.533
C: -1.446 -4.316 -3.358
C: -0.428 -3.346 -4.012
N: 1.149 -3.821 -4.232
C: 2.045 -2.551 -4.605
C: 1.285 -4.848 -5.401
C: 2.179 -6.005 -4.909
C: 2.745 -5.557 -3.591
C: 1.789 -4.543 -2.993
H: -3.545 -4.239 -2.720
H: -3.430 -4.272 -4.408
H: -3.041 -2.819 -3.807
H: -1.377 -5.304 -3.814
H: -1.269 -4.364 -2.283
H: -0.363 -2.399 -3.478
H: -0.878 -3.138 -4.983
H: 1.638 -2.018 -5.465
H: 3.031 -3.008 -4.693
H: 1.993 -1.837 -3.783
H: 1.629 -4.240 -6.238
H: 0.323 -5.211 -5.763
H: 2.973 -6.470 -5.493
H: 1.530 -6.867 -4.760
H: 3.701 -5.114 -3.871
H: 2.913 -6.394 -2.913
H: 2.239 -3.733 -2.419
H: 0.953 -4.890 -2.386
C: 6.203 3.711 2.919
C: 5.599 2.306 2.585
C: 6.517 1.725 1.585
N: 5.909 0.608 0.793
C: 5.431 -0.504 1.788
C: 4.773 0.949 -0.280
C: 5.245 0.557 -1.696
C: 6.376 -0.449 -1.419
C: 7.025 -0.005 -0.158
H: 6.255 4.386 2.065
H: 7.251 3.592 3.194
H: 5.573 4.308 3.578
H: 4.638 2.596 2.159
H: 5.620 1.689 3.484
H: 7.464 1.471 2.060
H: 6.791 2.474 0.842
H: 5.025 -1.346 1.227
H: 4.568 -0.103 2.320
H: 6.301 -0.777 2.387
H: 3.768 0.574 -0.087
H: 4.708 2.037 -0.309
H: 4.428 0.116 -2.268
H: 5.624 1.469 -2.157
H: 6.036 -1.480 -1.520
H: 7.105 -0.287 -2.212
H: 7.522 -0.797 0.404
H: 7.761 0.772 -0.365
C: -7.240 3.769 0.063
C: -5.919 3.560 -0.674
C: -5.926 4.656 -1.767
N: -4.617 4.759 -2.616
C: -4.776 5.782 -3.833
C: -4.301 3.310 -3.167
C: -2.884 2.873 -2.537
C: -2.722 3.775 -1.283
C: -3.447 5.049 -1.752
H: -7.434 4.805 0.338
H: -7.413 3.198 0.976
H: -8.115 3.453 -0.505
H: -5.982 2.527 -1.017
H: -5.134 3.638 0.078
H: -5.972 5.605 -1.232
H: -6.770 4.559 -2.450
H: -5.444 5.333 -4.567
H: -3.866 6.113 -4.333
H: -5.210 6.687 -3.406
H: -4.141 3.315 -4.245
H: -5.085 2.567 -3.026
H: -2.066 3.125 -3.212
H: -2.798 1.823 -2.261
H: -1.743 4.133 -0.965
H: -3.253 3.264 -0.480
H: -2.709 5.573 -2.359
H: -3.854 5.686 -0.966
N: 0.859 -0.780 -1.051
S: 1.765 -1.659 0.049
O: 1.571 -3.129 0.133
O: 2.254 -0.857 1.160
F: 3.128 -1.545 -0.862
S: -0.385 -1.134 -0.366
O: -0.603 -0.703 0.994
O: -1.153 -2.219 -0.898
F: -1.194 0.050 -1.102
N: 3.370 -2.019 6.176
S: 3.059 -1.051 5.065
O: 2.088 0.017 5.320
O: 3.221 -1.521 3.694
F: 4.484 -0.321 5.252
S: 2.044 -3.035 5.939
O: 2.117 -3.965 4.771
O: 0.753 -2.449 6.305
F: 2.468 -3.987 7.216